[1]
ORCA calculation (ωB97M-V/def2-TZVPD) on a 10-piece molecular cluster, H20O10 overall in a non-equilibrium geometry.

Last column: Mulliken charge in e.
Geometry (Å):
O 2.669 0.453 -1.068  -0.6648
H 2.517 -0.158 -0.369  0.3280
H 3.629 0.352 -1.157  0.2932
O -1.852 0.856 2.607  -0.6804
H -2.125 1.701 2.207  0.3304
H -2.196 0.211 1.986  0.4195
O -2.726 -1.012 0.917  -0.5737
H -2.702 -0.812 -0.005  0.2610
H -3.564 -1.399 0.972  0.2330
O -0.622 0.509 -0.061  -0.4883
H -0.413 -0.203 -0.676  0.2573
H 0.213 0.531 0.420  0.2717
O -0.185 -1.294 -2.445  -0.6121
H -0.777 -1.991 -2.791  0.2650
H -0.262 -0.585 -3.024  0.3090
O 1.148 1.468 -3.128  -0.6221
H 1.554 0.918 -2.462  0.4019
H 1.739 2.136 -3.374  0.2664
O 2.157 -1.965 0.235  -0.6480
H 1.227 -1.979 0.568  0.4167
H 2.646 -2.233 0.986  0.2617
O 1.574 0.985 1.569  -0.6460
H 2.072 0.546 2.258  0.2726
H 2.146 1.294 0.899  0.3238
O -2.322 2.674 0.395  -0.6280
H -1.704 1.992 0.147  0.3703
H -2.678 2.894 -0.432  0.3116
O -0.254 -2.221 1.343  -0.7541
H -0.026 -2.207 2.259  0.3465
H -0.884 -1.460 1.227  0.3778

Forces on the atoms, in the same order (eV/Å):
O 1.289 1.133 -0.586
H -0.860 -1.699 0.969
H -0.279 0.263 -0.443
O 0.006 0.781 0.448
H 0.189 -0.327 0.283
H -0.118 -0.054 -0.088
O 0.970 0.163 -0.068
H 0.638 0.680 -1.114
H -2.074 -1.152 0.844
O 0.236 -0.633 -0.450
H -0.339 -0.091 -0.792
H 0.107 0.569 0.904
O -0.449 -2.667 1.625
H 0.571 0.578 0.305
H -0.101 2.268 -1.857
O -2.175 -1.264 -0.298
H 0.633 -0.057 0.508
H 1.382 1.322 -0.358
O -0.771 0.640 -0.886
H 0.144 -0.139 -0.267
H 0.970 -0.534 1.127
O -1.436 -0.386 1.083
H 0.219 0.021 -0.026
H 1.352 0.598 -1.053
O 0.162 0.057 1.502
H 0.902 -0.821 0.068
H -1.062 0.861 -1.668
O -0.793 0.808 -0.963
H 0.110 0.025 1.066
H 0.575 -0.945 0.184

Summary:
LUMO level   0.20 eV
Orbital gap   10.145 eV



[2]
ORCA calculation (ωB97M-V/def2-TZVPD) on the molecule C3H9N2OP in a non-equilibrium geometry.

Last column: Mulliken charge in e.
Geometry (Å):
C -0.468 1.245 0.253  -0.3290
C -1.147 -0.059 0.476  -0.4811
C -1.459 -0.859 -0.729  -0.8544
N 1.000 1.119 0.727  -0.3293
N 1.380 -1.409 0.966  -0.4771
O 1.754 -0.545 -1.263  -0.4489
P 2.044 -0.086 0.264  0.1595
H -0.379 1.514 -0.812  0.2154
H -0.674 2.044 0.925  0.3314
H -1.346 -0.399 1.519  0.4729
H -2.462 -0.526 -1.029  0.3439
H -1.741 -1.933 -0.373  0.2583
H -0.734 -0.826 -1.535  0.2806
H 1.433 2.052 0.832  0.2622
H 0.823 -1.210 1.854  0.2916
H 1.978 -0.121 -2.075  0.3039

Forces on the atoms, in the same order (eV/Å):
C 2.359 -1.315 0.216
C 0.941 0.598 0.409
C -2.151 -2.241 1.743
N 0.032 1.604 -0.321
N -1.150 -0.075 1.067
O -0.900 -0.877 -0.111
P -0.028 -0.631 1.058
H -0.765 0.109 0.398
H -1.399 0.799 0.104
H 0.000 0.339 -1.123
H 0.131 0.219 -0.699
H 1.057 1.524 -0.935
H -0.027 -0.067 0.103
H -0.321 -0.802 -0.182
H 1.499 -0.041 -1.401
H 0.720 0.859 -0.326

Summary:
LUMO level (spin up / spin down)   0.35 / -0.71 eV
Orbital gap (spin up / spin down)   8.637 / 7.184 eV



[3]
ORCA calculation (ωB97M-V/def2-TZVPD) on a 2-piece molecular cluster, C7H12O3 overall in a non-equilibrium geometry.

Last column: Mulliken charge in e.
Geometry (Å):
C -0.093 -1.163 2.390  -1.6687
C 1.116 -1.602 1.589  1.4243
C 2.018 -2.676 2.174  -0.7609
C 2.502 -1.272 2.131  -0.7696
C 1.025 -1.605 0.101  -0.0426
O 1.889 -2.083 -0.610  -0.5988
C -0.202 -0.978 -0.523  0.2754
C -1.218 -1.872 -1.115  -0.5531
O -0.387 -1.146 -2.004  -0.4699
H 0.093 -1.318 3.461  0.4250
H -0.986 -1.744 2.119  0.3428
H -0.316 -0.097 2.245  0.3332
H 2.452 -3.388 1.472  0.2599
H 1.703 -3.090 3.132  0.2722
H 2.524 -0.693 3.055  0.2783
H 3.266 -1.018 1.396  0.2636
H -0.609 -0.107 0.001  0.4393
H -1.023 -2.949 -1.085  0.2607
H -2.259 -1.545 -1.096  0.2894
O 0.670 1.383 -2.163  -0.6553
H 0.141 0.736 -2.782  0.3524
H -0.012 1.965 -1.815  0.3025

Forces on the atoms, in the same order (eV/Å):
C -0.063 0.052 0.075
C 0.043 -0.022 0.151
C -0.074 -0.283 0.007
C 0.103 0.262 -0.015
C 0.508 -0.045 -1.100
O -0.465 0.146 0.552
C -0.690 -0.747 -0.874
C 0.108 -0.328 -0.035
O 0.245 0.498 2.288
H -0.053 0.040 -0.253
H 0.187 0.135 0.084
H 0.031 -0.230 0.054
H -0.128 0.266 0.166
H 0.083 0.130 -0.250
H -0.001 -0.177 -0.239
H -0.258 -0.106 0.195
H 0.336 0.121 -0.786
H -0.215 0.243 -0.102
H 0.167 -0.239 0.032
O -1.428 -1.551 -1.849
H 1.580 1.757 1.953
H -0.016 0.078 -0.057

Summary:
LUMO level   0.66 eV
Orbital gap   10.432 eV



[4]
ORCA calculation (ωB97M-V/def2-TZVPD) on C3H7NOP as an isolated structure in a non-equilibrium geometry.

Last column: Mulliken charge in e.
Geometry (Å):
C -1.690 0.918 -0.402  0.0036
C -0.201 -1.365 0.498  -1.1240
C 0.336 0.096 0.562  0.1795
N 1.365 0.323 -0.545  -0.3290
O -0.497 1.149 0.265  -0.3789
P -2.208 -0.661 -0.538  0.0923
H -2.285 1.882 -0.400  0.3609
H 0.206 -1.960 -0.260  0.3978
H -0.476 -1.830 1.468  0.3320
H 0.749 0.334 1.583  0.3769
H 0.925 -0.093 -1.344  0.3345
H 2.266 -0.186 -0.318  0.3683
H 1.512 1.394 -0.568  0.3861

Forces on the atoms, in the same order (eV/Å):
C -0.172 0.051 1.728
C -3.382 3.683 -0.074
C 0.393 -1.406 1.216
N 2.135 0.595 2.284
O -1.208 1.452 0.177
P 1.462 -0.927 0.533
H 0.765 -1.331 -0.671
H 0.808 -1.069 -0.744
H 0.366 0.359 -0.895
H 0.101 -0.217 -1.235
H -0.015 0.220 -1.181
H -1.063 0.779 -0.593
H -0.189 -2.188 -0.545

Summary:
Net charge   +1
LUMO level   -4.01 eV
Orbital gap   9.309 eV